# 1
The following is a DFT calculation (ωB97M-V with the def2-TZVPD basis set) of a cluster of 6 separate species, C15H30O12S3 in total.

```
! wB97M-V def2-TZVPD RIJCOSX def2/J DEFGRID3
* xyz 0 1
C 1.21 -2.49 0.56
C 0.08 -3.27 -0.16
O 0.68 -4.55 -0.31
C 2.02 -4.45 -0.24
O 2.75 -5.32 -0.52
O 2.37 -3.19 0.08
H 1.20 -2.53 1.64
H 1.13 -1.46 0.21
H -0.12 -2.80 -1.12
H -0.73 -3.41 0.55
C -0.25 1.71 -1.17
C -0.69 0.24 -1.23
O -1.23 -0.08 0.03
C -0.88 0.92 0.88
O -1.04 0.83 2.06
O -0.23 1.91 0.25
H -0.78 2.41 -1.80
H 0.78 1.69 -1.54
H 0.12 -0.45 -1.48
H -1.32 0.10 -2.11
C -0.20 -0.47 6.28
C 0.37 -0.02 4.93
O 0.42 -1.22 4.16
C -0.17 -2.23 4.81
O -0.43 -3.31 4.40
O -0.67 -1.78 6.02
H -0.95 0.22 6.65
H 0.53 -0.50 7.11
H 1.35 0.45 4.97
H -0.40 0.57 4.43
C 2.34 -2.31 -4.89
S 2.53 -0.88 -3.78
O 1.94 -1.22 -2.46
C 4.29 -1.27 -3.55
H 1.32 -2.38 -5.26
H 2.63 -3.22 -4.38
H 3.02 -2.16 -5.73
H 4.87 -1.10 -4.46
H 4.43 -2.31 -3.28
H 4.68 -0.67 -2.73
C -6.87 0.71 3.27
S -5.70 -0.65 3.36
O -5.82 -1.53 2.18
C -4.16 0.23 3.29
H -6.80 1.33 2.36
H -6.71 1.50 4.02
H -7.83 0.25 3.48
H -4.01 0.87 2.42
H -3.28 -0.40 3.31
H -4.04 0.81 4.21
C 2.71 4.40 -2.99
S 1.03 4.04 -3.58
O 0.23 5.04 -2.79
C 1.24 4.87 -5.18
H 3.40 3.88 -3.67
H 2.82 4.07 -1.96
H 2.92 5.47 -3.02
H 1.58 4.15 -5.93
H 2.02 5.63 -5.09
H 0.30 5.31 -5.51
*
```

Summary:
* E_LUMO: -0.01 eV
* frontier orbital gap: 8.5 eV
* highest occupied orbital energy: -8.509 eV
* relative energy (zero: lowest compared OMol25 entry of this formula, charge and spin): 0.434 eV

natural (NBO) atomic charge list, values in e, 4 entries: C -0.095; C -0.102; O -0.499; C 0.973

# 2
The following is a DFT calculation (ωB97M-V with the def2-TZVPD basis set) of a cluster of 2 separate species, C10H14NO2 in total.

```
! wB97M-V def2-TZVPD RIJCOSX def2/J DEFGRID3
* xyz 1 1
C 3.70 0.49 -0.16
C 3.06 1.51 0.50
C 2.99 -0.28 -1.03
C 1.68 1.69 0.38
C 1.60 -0.19 -1.15
C 0.95 0.88 -0.40
C -1.14 1.99 -0.61
C -2.88 -2.42 0.64
C -1.98 -1.43 -0.26
C -1.27 -0.80 0.86
N -0.47 0.97 -0.46
O -2.44 1.95 -0.70
O -0.14 -1.09 1.37
H 4.84 0.47 -0.14
H 3.73 2.16 1.14
H 3.69 -0.90 -1.67
H 1.22 2.43 1.00
H 1.05 -0.95 -1.71
H -0.76 3.06 -0.54
H -2.37 -2.69 1.55
H -3.03 -3.33 0.02
H -3.75 -1.83 0.93
H -2.67 -0.70 -0.83
H -1.37 -1.88 -0.96
H -1.80 -0.08 1.56
H -2.91 2.76 -0.40
H 0.48 -1.77 1.09
*
```

Summary:
* E_LUMO: -3.86 eV
* frontier orbital gap: 8.5 eV
* highest occupied orbital energy: -12.312 eV
* relative energy (zero: lowest compared OMol25 entry of this formula, charge and spin): 3.037 eV

natural (NBO) atomic charge list, values in e, 4 entries: C -0.214; C -0.171; C -0.203; C -0.256

# 3
The following is a DFT calculation (ωB97M-V with the def2-TZVPD basis set) of a cluster of 6 separate species, C6H12Cl12 in total.

```
! wB97M-V def2-TZVPD RIJCOSX def2/J DEFGRID3
* xyz 0 1
Cl 6.37 1.48 1.95
C 6.28 0.85 0.31
Cl 7.64 -0.19 0.02
H 5.38 0.26 0.13
H 6.18 1.57 -0.50
Cl -1.05 2.45 -7.23
C -2.46 1.77 -6.40
Cl -2.04 0.43 -5.32
H -3.07 2.57 -5.98
H -3.09 1.36 -7.19
Cl -4.10 1.87 1.21
C -4.91 1.11 2.54
Cl -4.78 -0.69 2.47
H -4.59 1.49 3.52
H -5.96 1.39 2.58
Cl 2.97 -0.56 5.26
C 2.08 0.87 4.61
Cl 0.32 0.58 4.94
H 2.34 1.82 5.08
H 2.30 1.00 3.56
Cl 1.53 1.76 -1.07
C 0.43 0.51 -0.39
Cl 1.29 -0.98 0.00
H -0.08 0.99 0.45
H -0.36 0.25 -1.10
Cl -2.40 -3.90 -1.92
C -1.58 -4.76 -0.63
Cl -2.50 -6.14 -0.16
H -0.60 -5.07 -1.00
H -1.55 -4.10 0.24
*
```

Summary:
* E_LUMO: 0.27 eV
* SMILES string: ClCCl.ClCCl.ClCCl.ClCCl.ClCCl.ClCCl
* frontier orbital gap: 11.2 eV
* highest occupied orbital energy: -10.923 eV
* relative energy (zero: lowest compared OMol25 entry of this formula, charge and spin): 1.036 eV

natural (NBO) atomic charge list, values in e, 4 entries: Cl -0.014; C -0.424; Cl -0.009; H 0.222

# 4
The following is a DFT calculation (ωB97M-V with the def2-TZVPD basis set) of the ion C5H9N with charge +1.

```
! wB97M-V def2-TZVPD RIJCOSX def2/J DEFGRID3
* xyz 1 2
C -1.05 1.92 -0.28
N -0.05 1.28 0.62
C 0.44 0.06 0.10
C 0.71 -0.10 -1.21
C -0.02 -2.27 0.13
C 0.38 -1.22 0.87
H -1.46 1.28 -1.06
H -1.78 2.45 0.26
H -0.45 2.72 -0.74
H -0.61 1.03 1.56
H 0.76 0.65 -1.93
H 1.10 -0.94 -1.67
H -0.44 -2.16 -0.75
H -0.17 -3.13 0.57
H 0.68 -1.18 1.85
*
```

Summary:
* E_LUMO (alpha / beta): -4.47 / -7.93 eV
* frontier orbital gap (alpha / beta): 10.6 / 6.8 eV
* highest occupied orbital energy (alpha / beta): -15.087 / -14.750 eV
* relative energy (zero: lowest compared OMol25 entry of this formula, charge and spin): 3.028 eV

natural (NBO) atomic charge list, values in e, 4 entries: C -0.446; N -0.417; C 0.245; C -0.137

# 5
The following is a DFT calculation (ωB97M-V with the def2-TZVPD basis set) of a cluster of 2 separate species, C7H8N2O2 in total.

```
! wB97M-V def2-TZVPD RIJCOSX def2/J DEFGRID3
* xyz 0 1
C 0.17 -2.42 0.65
C 1.31 -1.94 0.02
C -0.92 -1.58 0.85
C 1.37 -0.62 -0.39
C -0.87 -0.26 0.44
C 0.28 0.25 -0.19
C 0.40 1.59 -0.61
N -0.61 2.46 -0.72
N 0.10 2.79 2.02
O 0.48 2.72 3.17
O -0.77 3.53 1.56
H 0.12 -3.45 0.98
H 2.16 -2.59 -0.14
H -1.80 -1.95 1.35
H 2.25 -0.25 -0.89
H -1.71 0.38 0.64
H 1.36 1.93 -0.96
H -1.49 2.23 -0.29
H -0.41 3.45 -0.74
*
```

Summary:
* E_LUMO (alpha / beta): -1.35 / -1.32 eV
* frontier orbital gap (alpha / beta): 5.4 / 5.5 eV
* highest occupied orbital energy (alpha / beta): -6.772 / -6.853 eV
* relative energy (zero: lowest compared OMol25 entry of this formula, charge and spin): 4.694 eV

natural (NBO) atomic charge list, values in e, 4 entries: C -0.159; C -0.218; C -0.227; C -0.130

# 6
The following is a DFT calculation (ωB97M-V with the def2-TZVPD basis set) of a structure of composition C2H16AgO7.

```
! wB97M-V def2-TZVPD RIJCOSX def2/J DEFGRID3
* xyz 1 1
Ag -0.22 -1.07 0.44
O 2.17 -0.35 0.34
H 2.52 0.30 0.94
H 2.22 -0.16 -0.60
O -0.18 -0.22 2.55
H -0.92 0.10 3.08
H 0.59 -0.28 3.08
O -2.55 -1.88 0.63
H -2.84 -1.79 1.50
H -3.30 -1.87 0.08
O 1.09 -3.03 0.93
H 1.38 -3.77 0.41
H 0.74 -3.18 1.80
O -0.31 -2.13 -1.65
H -0.59 -3.03 -1.50
H 0.59 -2.39 -2.01
C -0.33 2.35 -0.44
C 0.43 2.50 -1.67
O 0.68 3.90 -1.82
O -1.06 1.08 -0.42
H -0.90 3.27 -0.20
H 0.31 2.34 0.48
H -0.24 2.05 -2.42
H 1.38 2.04 -1.54
H 1.15 3.97 -0.96
H -1.80 1.22 -1.03
*
```

Summary:
* E_LUMO: -3.21 eV
* frontier orbital gap: 9.4 eV
* highest occupied orbital energy: -12.595 eV
* relative energy (zero: lowest compared OMol25 entry of this formula, charge and spin): 0.282 eV

natural (NBO) atomic charge list, values in e, 4 entries: Ag 0.901; O -0.976; H 0.497; H 0.494

# 7
The following is a DFT calculation (ωB97M-V with the def2-TZVPD basis set) of a structure of composition C13H26CsN6O6S.

```
! wB97M-V def2-TZVPD RIJCOSX def2/J DEFGRID3
* xyz -1 1
Cs -0.37 0.27 1.43
N 1.32 2.85 2.72
C 0.96 2.15 3.96
C -0.48 1.62 3.81
O -1.29 2.40 3.23
N -0.64 0.41 4.24
C -1.98 -0.15 4.16
C -1.92 -1.44 3.35
O -1.67 -2.50 3.96
O -2.09 -1.35 2.10
H 1.94 3.63 2.91
H 0.44 3.24 2.40
H 0.96 2.82 4.83
H 1.65 1.33 4.16
H -2.69 0.55 3.69
H -2.33 -0.40 5.17
C -4.10 2.00 -1.26
N -3.00 1.76 -2.19
C -3.21 1.85 -3.63
C -1.81 1.46 -1.64
O -1.63 1.43 -0.44
C -0.66 1.12 -2.59
O 0.40 0.70 -1.79
C 1.54 0.32 -2.50
C 2.56 -0.19 -1.48
O 2.29 -0.23 -0.30
N 3.76 -0.58 -1.99
C 4.77 -1.11 -1.08
C 4.14 -0.56 -3.38
H -4.97 2.36 -1.80
H -3.80 2.72 -0.51
H -4.36 1.08 -0.73
H -4.22 2.20 -3.82
H -3.09 0.88 -4.12
H -2.52 2.56 -4.09
H -0.39 2.00 -3.19
H -0.97 0.33 -3.29
H 1.94 1.17 -3.06
H 1.30 -0.48 -3.22
H 4.35 -1.15 -0.08
H 5.65 -0.47 -1.08
H 5.05 -2.12 -1.39
H 3.36 -0.14 -4.01
H 4.35 -1.58 -3.73
H 5.05 0.03 -3.52
N 0.00 -4.51 2.23
C -0.24 -4.36 0.93
N -1.30 -3.59 0.59
S 0.69 -5.12 -0.26
H -0.52 -3.93 2.93
H 0.81 -5.03 2.50
H -1.68 -2.86 1.25
H -1.34 -3.37 -0.39
*
```

Summary:
* E_LUMO: 1.64 eV
* frontier orbital gap: 5.7 eV
* highest occupied orbital energy: -4.095 eV

Löwdin atomic charge list, values in e, 4 entries: Cs 1.681; N -0.044; C -0.243; C -0.834

# 8
The following is a DFT calculation (ωB97M-V with the def2-TZVPD basis set) of a structure of composition C3H4LaO2.

```
! wB97M-V def2-TZVPD RIJCOSX def2/J DEFGRID3
* xyz 3 1
C -0.45 1.55 -2.09
C -0.82 0.35 -1.34
H -1.39 -0.46 -1.81
H -1.10 0.67 -0.32
C 0.80 0.16 -1.16
O 1.29 -0.95 -1.32
La 3.33 -2.58 -0.66
H 1.33 0.89 -0.52
O -0.17 1.30 -3.34
H -0.46 2.03 -3.90
*
```

Summary:
* E_LUMO (alpha / beta): -13.71 / -14.25 eV
* frontier orbital gap (alpha / beta): 9.3 / 5.0 eV
* highest occupied orbital energy (alpha / beta): -23.005 / -19.252 eV

natural (NBO) atomic charge list, values in e, 4 entries: C 0.802; C -0.588; H 0.345; H 0.334

What did the fifth record say?
The following is a DFT calculation (ωB97M-V with the def2-TZVPD basis set) of a cluster of 2 separate species, C7H8N2O2 in total.

```
! wB97M-V def2-TZVPD RIJCOSX def2/J DEFGRID3
* xyz 0 1
C 0.17 -2.42 0.65
C 1.31 -1.94 0.02
C -0.92 -1.58 0.85
C 1.37 -0.62 -0.39
C -0.87 -0.26 0.44
C 0.28 0.25 -0.19
C 0.40 1.59 -0.61
N -0.61 2.46 -0.72
N 0.10 2.79 2.02
O 0.48 2.72 3.17
O -0.77 3.53 1.56
H 0.12 -3.45 0.98
H 2.16 -2.59 -0.14
H -1.80 -1.95 1.35
H 2.25 -0.25 -0.89
H -1.71 0.38 0.64
H 1.36 1.93 -0.96
H -1.49 2.23 -0.29
H -0.41 3.45 -0.74
*
```

Summary:
* E_LUMO (alpha / beta): -1.35 / -1.32 eV
* frontier orbital gap (alpha / beta): 5.4 / 5.5 eV
* highest occupied orbital energy (alpha / beta): -6.772 / -6.853 eV
* relative energy (zero: lowest compared OMol25 entry of this formula, charge and spin): 4.694 eV

natural (NBO) atomic charge list, values in e, 4 entries: C -0.159; C -0.218; C -0.227; C -0.130